[1]
Computed, not measured: a cluster of 10 separate species, C35H68O16S4 in total at a distorted geometry, with ωB97M-V/def2-TZVPD.

As for the largest force on an atom: 0.081 Eh/bohr. The SMILES is C[C@H]1COC(=O)O1.O=S1(=O)CCCC1.O=S1(=O)CCCC1.O=S1(=O)CCCC1.O=S1(=O)CCCC1.CC(C)=O.CC(C)=O.CC(C)=O.CC(C)=O.CC(C)=O. As for the gap between HOMO and LUMO: 0.3544 Ha. The calculation puts the HOMO energy at -9.51 eV.

Positions of all 123 atoms, in Å:
1 C -1.384234 5.867988 -2.567654
2 C -0.885031 4.425147 -2.360969
3 C -1.955916 3.327646 -2.738744
4 O -1.220092 2.394987 -3.505797
5 C 0.044925 2.905978 -3.760660
6 O 0.814851 2.406533 -4.565744
7 O 0.172663 4.129686 -3.255886
8 H -1.429471 5.844395 -3.657641
9 H -0.677928 6.649719 -2.288410
10 H -2.315212 6.076262 -2.042629
11 H -0.557976 4.259177 -1.333733
12 H -2.882163 3.714891 -3.160512
13 H -2.165251 2.918636 -1.749002
14 O 3.391889 0.522924 -1.062321
15 S 4.484919 -0.348838 -0.637105
16 O 4.578076 -0.826951 0.762741
17 C 4.618818 -1.855964 -1.676440
18 C 6.065961 -1.986007 -2.308384
19 C 6.905910 -0.855422 -1.698712
20 C 5.987165 0.315635 -1.355583
21 H 3.896325 -1.707319 -2.479831
22 H 4.263801 -2.680746 -1.059859
23 H 6.547166 -2.924552 -2.036850
24 H 5.995383 -1.928776 -3.393839
25 H 7.827314 -0.528931 -2.180200
26 H 7.303146 -1.248666 -0.759761
27 H 5.751180 0.749350 -2.328481
28 H 6.380557 1.117718 -0.731672
29 O 2.877023 -1.004737 -5.236873
30 S 1.505301 -1.482339 -5.478779
31 O 0.762338 -1.088329 -6.652400
32 C 1.475838 -3.374194 -5.257312
33 C 0.911932 -3.612169 -3.836798
34 C -0.084999 -2.549307 -3.513739
35 C 0.578147 -1.222796 -3.896530
36 H 2.438276 -3.802844 -5.527024
37 H 0.620197 -3.733566 -5.830353
38 H 0.581950 -4.633207 -3.636782
39 H 1.711768 -3.617107 -3.090515
40 H -0.364740 -2.830146 -2.496626
41 H -1.018282 -2.757352 -4.040918
42 H 1.399514 -0.950970 -3.230682
43 H 0.045113 -0.272519 -3.933223
44 O -3.966135 6.024795 -0.166924
45 S -3.819079 6.077988 1.305439
46 O -4.206288 7.271603 2.049474
47 C -4.685012 4.574994 1.935362
48 C -3.631419 3.409194 2.177492
49 C -2.207636 3.911192 2.039780
50 C -2.196949 5.494119 1.905667
51 H -5.559781 4.359118 1.323876
52 H -5.084141 4.771787 2.930910
53 H -3.769563 2.912098 3.137589
54 H -3.773234 2.573075 1.492294
55 H -1.814834 3.444076 1.135698
56 H -1.561981 3.483434 2.805864
57 H -1.515868 5.992596 1.215888
58 H -2.144153 5.948665 2.894686
59 O -0.845324 -2.833163 1.916444
60 S 0.279628 -3.712686 2.253816
61 O 0.342108 -5.123047 1.768563
62 C 1.841633 -2.989809 1.849363
63 C 2.637052 -2.669805 3.069404
64 C 2.109107 -3.477691 4.281352
65 C 0.621796 -3.508204 4.078324
66 H 1.757976 -2.018315 1.360560
67 H 2.281589 -3.658638 1.109742
68 H 3.689247 -2.957979 3.086480
69 H 2.690499 -1.600584 3.271253
70 H 2.509991 -3.096895 5.219920
71 H 2.402499 -4.529923 4.265909
72 H 0.379619 -2.511571 4.453685
73 H -0.066488 -4.192193 4.574240
74 C 4.039294 0.546787 4.672268
75 C 2.940833 1.452671 4.552219
76 C 1.739346 0.978834 3.707015
77 O 2.808155 2.411295 5.279872
78 H 3.624518 -0.348137 5.143241
79 H 4.778546 0.932059 5.373514
80 H 4.466605 0.169837 3.742583
81 H 0.893228 1.656309 3.818173
82 H 1.368252 0.057227 4.159639
83 H 1.957578 0.809591 2.652867
84 C -2.866106 -5.667551 -2.659856
85 C -3.416021 -4.482079 -1.908882
86 C -3.539788 -4.511358 -0.449848
87 O -3.891746 -3.503731 -2.523019
88 H -2.021753 -6.154634 -2.165049
89 H -2.305682 -5.402842 -3.557783
90 H -3.570710 -6.473292 -2.862815
91 H -4.534926 -4.101474 -0.285844
92 H -2.724667 -4.001838 0.064226
93 H -3.544984 -5.563118 -0.159974
94 C -5.282629 -1.690255 1.081875
95 C -6.158837 -2.740511 1.700233
96 C -6.883186 -3.687496 0.786417
97 O -6.388897 -2.828250 2.927699
98 H -4.514421 -1.246531 1.712714
99 H -6.001499 -0.914092 0.813127
100 H -4.858007 -2.212964 0.226379
101 H -6.838471 -4.709227 1.156893
102 H -6.489798 -3.547631 -0.221088
103 H -7.893511 -3.282267 0.713337
104 C 0.099384 -0.265595 -0.278062
105 C -1.223831 0.233514 0.285276
106 C -2.432057 -0.176343 -0.485773
107 O -1.329767 0.822772 1.378429
108 H 0.891696 0.072455 0.390341
109 H 0.291120 0.398660 -1.124111
110 H 0.070662 -1.323507 -0.530305
111 H -3.330083 0.306607 -0.101789
112 H -2.501353 -1.254633 -0.335820
113 H -2.346450 0.095347 -1.538400
114 C 2.546676 5.318737 2.374257
115 C 2.528671 3.981101 1.695430
116 C 1.404763 3.671929 0.734234
117 O 3.399006 3.179759 1.958085
118 H 2.684216 6.096957 1.620446
119 H 3.436998 5.437978 2.989975
120 H 1.616705 5.453148 2.926080
121 H 1.909388 3.979642 -0.184900
122 H 0.495853 4.253539 0.880368
123 H 1.206675 2.601455 0.706190

Forces on atoms 1 to 6 (eV/Å):
0.806 -1.003 -0.597
-1.432 0.510 0.325
1.079 0.984 2.168
0.828 0.156 -0.056
0.136 -0.793 -3.325
-1.456 0.584 2.401

=====

[2]
Computed, not measured: a cluster of 5 separate species, C19H49Cl2NO10P in total, with ωB97M-V/def2-TZVPD.

Its total charge is -1. As for the largest force on an atom: 0.008 Eh/bohr. As for the gap between HOMO and LUMO: 0.2406 Ha. The calculation puts the HOMO energy at -4.28 eV.

Positions of all 82 atoms, in Å:
1 C -0.138689 1.863839 -4.079953
2 C -0.253829 0.418611 -3.593835
3 Cl -0.791612 -0.620023 -4.990948
4 C 0.977542 -0.278770 -2.995743
5 Cl 2.038074 0.899691 -2.123295
6 P 0.461993 -1.660483 -1.776068
7 O -0.127380 -3.086847 -0.603043
8 N -1.245216 -2.867470 0.047128
9 O -2.112558 -3.668313 -0.194791
10 H 0.800204 2.305031 -3.756104
11 H -0.190482 1.922021 -5.164565
12 H -0.944786 2.473457 -3.670781
13 H -1.064008 0.319352 -2.870461
14 H 1.592625 -0.677308 -3.800857
15 H -0.287256 -0.669415 -0.987109
16 H 1.597496 -1.468167 -0.913734
17 H 1.164760 -2.713769 -2.488303
18 H -0.740736 -1.946610 -2.529304
19 C -0.111540 -0.641209 5.618141
20 O -0.550833 0.690913 5.432822
21 C 0.239300 1.428612 4.514005
22 C -0.364496 1.458251 3.124954
23 O -0.403256 0.177482 2.544803
24 C -1.684706 -0.427573 2.541621
25 H -0.889762 -1.161103 6.175772
26 H 0.047845 -1.149267 4.665074
27 H 0.819523 -0.671201 6.196968
28 H 1.247078 1.001422 4.456712
29 H 0.322969 2.450330 4.897303
30 H 0.256373 2.101621 2.491637
31 H -1.368434 1.898074 3.169854
32 H -2.354268 0.080907 1.839267
33 H -2.130788 -0.407063 3.541692
34 H -1.557304 -1.450481 2.197560
35 C -2.487134 1.965926 7.714745
36 O -2.709346 3.254851 8.268429
37 C -4.071996 3.563267 8.471066
38 C -4.484415 3.418206 9.921702
39 O -4.412434 2.080239 10.378491
40 C -3.228691 1.782732 11.091138
41 H -1.417769 1.774600 7.753234
42 H -3.022316 1.197229 8.278943
43 H -2.796543 1.923461 6.666748
44 H -4.708200 2.928485 7.844005
45 H -4.232883 4.603527 8.168833
46 H -5.521550 3.749017 10.030876
47 H -3.854325 4.065768 10.543152
48 H -3.218844 2.284989 12.065791
49 H -2.335948 2.077617 10.534759
50 H -3.213832 0.705972 11.250719
51 C -1.427831 -6.738206 -3.914652
52 O -0.381178 -7.659028 -4.183922
53 C 0.692449 -7.097165 -4.914124
54 C 1.821376 -6.622931 -4.018693
55 O 1.406690 -5.564575 -3.192214
56 C 1.166641 -5.928635 -1.841872
57 H -2.106908 -7.224436 -3.216610
58 H -1.056315 -5.814623 -3.468969
59 H -1.975437 -6.494455 -4.832670
60 H 0.339762 -6.249407 -5.513806
61 H 1.067183 -7.866451 -5.597244
62 H 2.640402 -6.266096 -4.654788
63 H 2.197224 -7.464018 -3.422862
64 H 2.114263 -6.070560 -1.307322
65 H 0.592039 -6.859055 -1.791011
66 H 0.607286 -5.122223 -1.373058
67 C 4.782060 3.377676 -7.995275
68 O 4.598648 4.741559 -7.665782
69 C 3.269437 5.195887 -7.840819
70 C 2.481612 5.203710 -6.546545
71 O 2.290556 3.903625 -6.033637
72 C 3.150050 3.573080 -4.956379
73 H 5.783810 3.102493 -7.670012
74 H 4.051839 2.738061 -7.495080
75 H 4.705457 3.221323 -9.077604
76 H 2.747979 4.571236 -8.575592
77 H 3.317146 6.215522 -8.235276
78 H 1.495840 5.638616 -6.743044
79 H 2.990318 5.838519 -5.811634
80 H 2.872758 4.120945 -4.049274
81 H 4.194266 3.789981 -5.198323
82 H 3.032958 2.509199 -4.760957

Forces on atoms 1 to 6 (eV/Å):
0.062 0.044 0.015
-0.073 -0.124 0.073
-0.021 0.021 -0.014
-0.065 -0.001 -0.107
0.018 0.046 0.021
0.190 0.356 -0.015

=====

[3]
Computed, not measured: a structure of composition C16H18F3MnO3S at a distorted geometry, with ωB97M-V/def2-TZVPD.

Its total charge is +1. As for the expectation value of S²: 1.01. As for the largest force on an atom: 0.057 Eh/bohr. As for the spin multiplicity: 2. For the energy above the lowest of the compared OMol25 structures with the same formula, charge and spin, the calculation gives 2.017 eV. As for the gap between HOMO and LUMO (spin up / spin down): 0.2314 / 0.2544 Ha. The calculation puts the HOMO energy (spin up / spin down) at -11.53 / -11.52 eV.

Positions of all 42 atoms, in Å:
1 Mn -0.172540 -0.303615 -0.188388
2 C 0.314683 2.182545 -3.635442
3 C -0.661424 1.410500 -2.824320
4 C -2.093888 1.260704 -3.196891
5 O -0.263545 0.870439 -1.786324
6 H -0.121754 2.616352 -4.529654
7 H 1.148254 1.527429 -3.897316
8 H 0.742525 2.966493 -3.006238
9 H -2.354132 1.762538 -4.123525
10 H -2.700794 1.642679 -2.372591
11 H -2.323595 0.193855 -3.256672
12 O 0.188396 -0.587199 1.308927
13 F -8.547610 -4.479021 0.443586
14 C -8.364081 -3.443122 -0.382573
15 F -8.684386 -3.851060 -1.623502
16 F -9.246979 -2.489251 -0.043848
17 C -6.950407 -2.915903 -0.337314
18 C -6.634005 -1.836228 -1.155430
19 C -5.350492 -1.328173 -1.143996
20 C -4.377052 -1.897828 -0.315634
21 C -4.711342 -2.976711 0.502200
22 C -6.000472 -3.487049 0.491607
23 C -3.043297 -1.375818 -0.299831
24 C -1.910189 -0.945062 -0.261958
25 H -7.393189 -1.400554 -1.791834
26 H -5.088136 -0.484416 -1.768776
27 H -3.956012 -3.404952 1.147553
28 H -6.266379 -4.322061 1.124949
29 O 1.808690 -0.937435 -0.852385
30 S 1.026757 -2.207209 -1.215060
31 C 1.755306 -3.644835 -0.410987
32 C 2.063843 -4.642991 -1.528252
33 C 2.487967 -3.813802 -2.738333
34 C 1.408659 -2.740542 -2.890462
35 H 1.073578 -3.988746 0.363102
36 H 2.649281 -3.222301 0.057023
37 H 1.172315 -5.227234 -1.763875
38 H 2.837837 -5.336837 -1.204074
39 H 2.574907 -4.409677 -3.645186
40 H 3.452817 -3.338368 -2.552052
41 H 0.478767 -3.139474 -3.299193
42 H 1.692798 -1.840914 -3.434900

Forces on atoms 1 to 6 (eV/Å):
0.816 -1.243 2.551
0.042 0.091 -0.052
-0.245 -0.211 0.387
-0.048 0.014 -0.075
0.488 0.141 0.074
0.002 -0.014 0.015